Molecular formula: C3H4N2OS
Method: DFT, ωB97M-V with the def2-TZVPD basis set

Computed properties:
- spin multiplicity = 1
- energy relative to the best compared isomer or geometry (same formula, charge and spin) (kcal per mole) = 8.2
- LUMO level (eV) = 0.70
- HOMO (eV) = -7.90
- gap between HOMO and LUMO (eV) = 8.61
- structure (SMILES) = Oc1nc(S)c[nH]1

The geometry in XYZ format:
```
11
Properties=species:S:1:pos:R:3:forces:R:3:mulliken_charge:R:1
S 1.004 -2.560 0.362 0.439 -0.731 -0.139 -0.313
O -0.178 2.337 0.648 0.251 -0.444 -0.166 -0.494
N 0.736 0.123 0.691 -0.389 0.979 0.121 -0.620
N -0.828 0.629 -0.783 0.332 0.315 -0.271 0.016
C 0.414 -0.985 -0.052 0.110 0.004 0.066 0.413
C -0.044 1.070 0.209 -0.002 -0.614 0.385 0.335
C -0.490 -0.702 -1.013 -1.135 -0.360 -0.616 -0.384
H -1.012 -1.316 -1.765 0.458 0.488 0.691 0.363
H 0.449 2.423 1.373 0.096 0.162 0.195 0.364
H 1.467 -2.211 1.562 0.033 0.117 0.082 0.142
H -1.518 1.192 -1.232 -0.194 0.083 -0.348 0.178
```
Positions in Å, forces in eV/Å.